Below is a 15-piece molecular cluster, C80H102N7O25 overall at a distorted geometry, with properties calculated with ωB97M-V/def2-TZVPD.

Structure (XYZ):
```
214
Properties=species:S:1:pos:R:3:forces:R:3:mulliken_charge:R:1
C -1.0992 4.6075 2.0343 1.3 -0.5 0.9 -1.27
C -2.0869 3.5277 1.6633 0.2 0.2 -0.4 -0.58
C -1.6368 2.0656 1.9269 1.5 0.1 0.1 -0.26
C -0.5840 1.4420 0.8982 -2.1 -0.5 -0.6 -0.88
N -0.2894 -0.0620 1.1686 1.2 -0.8 -0.5 0.39
C 0.6292 -0.1508 2.4523 -0.2 -1.2 -2.1 -0.57
C 1.9941 0.0661 1.8150 1.5 1.7 1.7 -0.90
C 1.9783 -0.2740 0.4010 0.8 -2.0 -2.7 -0.63
C 0.6350 -0.7108 0.0258 -2.0 2.0 0.8 -0.70
C -1.4641 -1.0046 1.2293 -0.6 0.6 0.7 -1.33
C -2.1927 -1.1976 -0.1021 -1.7 1.5 1.2 -0.16
C -3.7628 -1.4238 0.1978 1.9 -0.3 0.1 -1.46
H -0.0903 4.3023 1.7565 0.2 0.1 -0.3 0.28
H -1.0431 4.6410 3.1223 0.0 0.5 0.1 0.32
H -1.2555 5.5975 1.6058 -0.4 -0.2 0.1 0.38
H -2.3028 3.7260 0.6135 -0.5 -0.6 -0.2 0.27
H -2.9795 3.7218 2.2581 -0.3 -0.3 -0.3 0.33
H -2.5480 1.4940 2.1029 0.2 -0.5 -0.8 0.17
H -1.1188 1.9723 2.8814 -0.1 0.6 0.4 0.24
H 0.3555 1.9527 0.6871 0.2 0.0 1.2 0.68
H -1.0157 1.5580 -0.0959 -0.4 -0.7 -0.1 0.48
H 0.5683 -1.2031 2.7298 -0.2 0.1 0.3 0.45
H 0.3127 0.4860 3.2784 0.0 0.1 -0.4 0.43
H 2.8073 -0.4946 2.2760 -0.3 0.2 0.6 0.52
H 2.2871 1.1154 1.7794 0.0 0.1 1.0 0.27
H 2.4919 -1.2068 0.1683 1.1 0.4 0.1 0.36
H 2.2917 0.4694 -0.3321 0.4 0.2 0.6 0.39
H 0.5264 -1.7951 0.0531 -0.5 0.3 0.0 0.50
H 0.3916 -0.2102 -0.9113 -0.7 -0.7 -0.1 0.33
H -2.0298 -0.5774 2.0574 -0.8 -0.1 -0.4 0.49
H -1.2091 -1.9996 1.5942 0.9 0.2 0.1 0.61
H -1.6973 -1.9287 -0.7411 -0.4 -0.4 0.3 0.44
H -2.1029 -0.2613 -0.6528 -0.2 0.1 -0.2 0.22
H -3.9119 -2.2099 0.9379 0.2 -1.0 -0.7 0.44
H -4.2409 -1.5707 -0.7707 -0.4 -0.1 0.5 0.37
H -4.2323 -0.6667 0.8259 0.3 1.0 -0.8 0.37
C -0.5861 -6.9254 -2.5168 0.1 -1.3 -0.8 -0.76
C -1.7734 -7.2731 -3.1559 -0.2 0.1 1.4 -0.40
C -1.8793 -8.4517 -3.8701 -0.3 0.2 -1.5 0.53
C -0.7850 -9.2532 -4.1391 -1.3 0.1 -0.2 -0.69
C 0.3719 -8.9157 -3.5390 1.4 0.1 0.3 -0.45
C 0.4980 -7.7631 -2.7831 -2.7 -0.4 -0.8 0.67
O 1.6381 -7.4909 -2.2443 3.7 1.4 2.1 -0.45
O -3.0773 -8.7648 -4.4414 -1.0 0.4 0.2 -0.51
H -0.5274 -6.1578 -1.7594 0.1 0.3 -0.3 0.47
H -2.6457 -6.6982 -2.8819 -0.3 -0.1 -0.4 0.39
H -0.9130 -10.0847 -4.8162 0.2 -0.3 0.2 0.32
H 1.2371 -9.5615 -3.5668 0.2 -0.1 -0.3 0.30
H 2.3644 -8.0147 -2.5902 -0.1 -0.2 -0.1 0.26
H -2.9944 -9.3030 -5.2320 0.3 -0.1 0.1 0.29
C -8.0548 -6.2645 6.6953 1.1 -1.9 0.8 -0.45
C -8.3565 -6.9503 7.8812 -0.2 0.8 -0.8 -0.56
C -7.8279 -6.4676 9.0492 -1.6 -1.3 2.4 0.90
C -6.8623 -5.5413 9.1147 1.1 1.4 -0.4 -0.65
C -6.4192 -5.0005 7.9341 0.1 0.8 -2.1 -0.48
C -6.9841 -5.3620 6.6896 -2.0 -0.3 0.9 0.30
O -6.7154 -4.7708 5.4759 0.9 -0.1 1.0 -0.49
O -8.4517 -6.8651 10.2308 -0.3 -0.7 -0.4 -0.53
H -8.4533 -6.7164 5.7990 0.0 0.6 -0.4 0.35
H -9.0314 -7.7915 7.9372 -0.3 0.2 -0.2 0.37
H -6.5309 -5.1188 10.0518 0.1 -0.1 0.1 0.28
H -5.7554 -4.1486 7.9332 0.4 0.0 0.1 0.37
H -5.8054 -4.5040 5.6254 0.4 0.6 -0.8 0.31
H -7.9245 -6.7284 11.0213 0.3 0.2 -0.2 0.29
C 8.6133 3.7089 -4.1070 -0.1 0.2 2.5 -0.55
C 7.6601 3.4851 -3.1208 0.6 -0.5 0.6 -0.47
C 8.0173 3.4242 -1.7491 1.3 1.2 -2.2 0.11
C 9.3095 3.6923 -1.2857 -0.1 -0.5 -1.8 -0.36
C 10.3103 3.8831 -2.2629 -1.3 0.7 -0.7 -0.74
C 9.9121 3.9638 -3.6248 -0.2 -0.2 -0.2 0.84
O 10.7900 4.3437 -4.5955 1.2 -0.1 0.2 -0.53
O 7.0307 3.1608 -0.8914 -1.3 -0.9 1.5 -0.52
H 8.3376 3.7856 -5.1484 0.2 0.0 -0.1 0.30
H 6.6294 3.2632 -3.3549 -0.1 0.1 -0.1 0.43
H 9.5188 3.6763 -0.2263 0.1 0.1 0.0 0.47
H 11.3103 4.1498 -1.9543 0.1 -0.1 -0.3 0.43
H 10.5023 3.9377 -5.4166 0.1 0.1 -0.2 0.30
H 7.3393 2.3548 -0.4712 -0.5 -0.2 0.7 0.30
C 2.5989 5.5724 -3.2522 -0.2 0.5 0.1 -0.75
C 2.9516 6.8817 -3.4891 0.8 0.8 0.1 -0.23
C 2.6561 7.4975 -4.6828 0.6 0.4 -1.9 0.04
C 1.9783 6.7555 -5.6600 -0.9 -0.3 -0.2 -0.30
C 1.4577 5.4884 -5.4027 1.6 0.1 1.0 -0.81
C 1.8374 4.9118 -4.1882 -1.3 -1.0 0.4 0.80
O 1.3035 3.6945 -3.7685 0.5 0.1 -0.2 -0.42
O 3.2360 8.7507 -5.0440 -0.9 -1.4 1.0 -0.53
H 2.8877 5.1498 -2.3013 -0.2 -0.4 -0.1 0.45
H 3.5420 7.4158 -2.7594 0.0 0.1 0.1 0.41
H 1.7497 7.0881 -6.6617 0.3 0.7 0.0 0.34
H 0.9860 4.8857 -6.1648 -0.3 0.2 0.0 0.41
H 1.0800 3.1597 -4.5338 -0.1 0.0 -0.1 0.27
H 2.5500 9.2201 -5.5243 0.0 0.2 -0.2 0.32
C 4.1410 -5.7330 4.0419 0.6 -0.6 -0.2 -0.46
C 5.1279 -6.3389 4.8916 -1.7 1.0 -1.8 -0.64
C 5.8377 -7.4092 4.3949 -0.4 0.5 0.7 0.92
C 5.5616 -8.0611 3.1915 0.0 1.7 0.9 -0.86
C 4.5829 -7.4805 2.4182 -0.5 0.5 -0.1 -0.30
C 3.8996 -6.2531 2.7780 1.3 -3.4 0.7 0.37
O 2.8022 -5.8870 2.0735 -0.4 0.9 -0.3 -0.47
O 6.7712 -7.8551 5.2567 0.8 -1.0 0.1 -0.51
H 3.4631 -4.9251 4.2747 0.2 0.2 0.7 0.41
H 5.3037 -6.0463 5.9162 0.0 0.3 -0.1 0.39
H 6.1508 -8.9351 2.9560 -0.3 -0.2 -0.4 0.31
H 4.2863 -8.1158 1.5967 -0.4 0.5 -0.6 0.30
H 2.7982 -6.3396 1.2269 0.0 -0.1 -0.1 0.26
H 6.9805 -8.7394 4.9473 0.5 -0.3 0.4 0.28
C 8.0349 -3.8322 -0.6668 0.1 0.0 -0.6 -0.47
C 7.7440 -2.7556 0.1594 0.2 -0.5 1.0 -0.68
C 8.6246 -1.6982 0.2458 0.4 1.8 0.9 0.64
C 9.7077 -1.6413 -0.5890 -1.3 0.2 -0.4 -0.55
C 9.9583 -2.7072 -1.4461 2.0 1.3 0.5 -0.53
C 9.1909 -3.8253 -1.4657 -0.1 -1.8 -0.5 0.51
O 9.5454 -4.9842 -2.1998 -1.3 0.8 1.0 -0.54
O 8.4401 -0.6093 1.1460 -1.3 -1.3 -0.5 -0.56
H 7.3419 -4.6604 -0.6771 0.2 -0.2 0.0 0.47
H 6.9739 -2.8618 0.9091 -0.4 0.1 -0.2 0.47
H 10.1034 -0.6392 -0.6647 1.1 -0.3 -0.1 0.35
H 10.9497 -2.6397 -1.8692 -0.1 -0.4 -0.9 0.28
H 10.3865 -4.9509 -2.6614 0.1 0.6 0.2 0.30
H 9.2408 -0.1244 1.3586 0.3 -0.4 -0.4 0.31
C 3.9989 -2.1203 -4.4963 -1.3 0.4 -0.2 -0.42
C 4.9176 -3.1801 -4.5258 -1.6 1.4 -1.1 -0.56
C 4.5348 -4.3033 -5.2428 -2.1 0.7 0.2 0.44
C 3.2345 -4.4008 -5.8293 1.6 0.3 1.0 -0.62
C 2.3967 -3.3083 -5.8109 -0.4 -0.7 0.3 -0.32
C 2.6767 -2.1891 -5.0580 2.9 -0.2 -0.4 0.36
O 1.8499 -1.1053 -5.1317 0.1 0.0 0.4 -0.44
O 5.3983 -5.3148 -5.3054 1.0 -1.7 0.0 -0.55
H 4.3393 -1.1603 -4.1373 -0.1 0.1 0.3 0.44
H 5.9178 -2.9835 -4.1691 0.0 -0.5 0.1 0.48
H 2.8417 -5.3282 -6.2191 0.4 -0.1 -0.4 0.35
H 1.5009 -3.3957 -6.4079 -0.4 0.2 0.1 0.25
H 1.2071 -1.3937 -5.7837 -0.5 0.5 0.0 0.27
H 4.9563 -6.0756 -4.9216 0.2 -0.4 -0.2 0.32
C -7.9699 -8.0661 -5.7975 0.5 -1.3 -1.3 -0.34
C -7.3024 -8.0774 -7.0092 -1.0 -0.2 -0.2 -0.58
C -6.4862 -7.0557 -7.3332 0.7 1.3 -1.3 0.62
C -6.3163 -5.8936 -6.5467 -0.9 -2.1 1.5 -0.67
C -6.9754 -5.9077 -5.2955 0.0 -1.0 -0.7 -0.67
C -7.7693 -7.0614 -4.9245 0.8 2.7 -0.1 0.72
O -8.4709 -7.1171 -3.7684 0.1 0.5 0.7 -0.52
O -5.9779 -7.0761 -8.6486 -0.2 0.8 1.5 -0.52
H -8.6497 -8.8708 -5.5596 -0.2 -0.1 0.1 0.25
H -7.5933 -8.6780 -7.8584 0.1 -0.7 0.3 0.37
H -5.6257 -5.1219 -6.8535 -0.1 0.3 0.1 0.36
H -6.8601 -5.0367 -4.6674 -0.2 -0.2 0.4 0.42
H -8.9424 -7.9493 -3.8502 -0.3 0.0 0.6 0.27
H -5.8707 -6.1230 -8.6912 0.6 0.1 -1.4 0.29
C -3.7735 1.8799 -4.6381 -1.1 -0.4 -0.9 -0.67
C -4.7224 1.8228 -3.5835 0.6 1.0 -0.2 -0.72
C -5.9732 1.3093 -3.7832 -0.9 -0.4 -0.7 0.56
C -6.2865 0.6780 -5.0037 0.1 -0.2 1.0 -0.51
C -5.3206 0.4905 -5.9086 2.3 1.2 -1.4 -0.65
C -4.0867 1.2382 -5.8315 -1.4 -2.0 1.0 0.66
O -3.1748 1.1021 -6.8162 1.1 0.6 -0.3 -0.53
O -7.0149 1.3297 -2.8788 0.8 0.1 -0.1 -0.54
H -2.8684 2.4689 -4.6202 0.1 -0.1 0.5 0.59
H -4.4880 2.3296 -2.6591 -0.1 0.0 0.2 0.65
H -7.2297 0.2038 -5.2315 -0.4 0.0 0.5 0.30
H -5.4972 -0.1770 -6.7391 0.0 0.1 -0.4 0.27
H -3.4271 0.4870 -7.5087 -0.4 0.0 0.1 0.31
H -7.6123 0.7499 -3.3570 -0.8 0.0 0.7 0.28
C -4.2293 6.3580 -5.6133 -1.7 -1.2 -0.2 -0.26
C -3.8085 6.5734 -4.3206 1.0 -0.6 -1.0 -0.70
C -4.7241 6.7589 -3.3276 1.2 0.5 1.1 0.83
C -6.0413 6.7703 -3.5759 -1.1 0.3 1.2 -0.46
C -6.4922 6.5841 -4.8130 -0.7 -0.4 -3.4 -0.53
C -5.6091 6.3005 -5.8917 0.6 1.0 1.7 0.08
O -6.0608 6.1419 -7.1523 -0.9 -0.2 -0.7 -0.56
O -4.2755 6.9511 -2.0779 1.5 0.0 1.7 -0.53
H -3.5328 5.9770 -6.3455 0.2 0.5 -0.3 0.36
H -2.7396 6.4675 -4.2078 0.0 0.3 0.8 0.48
H -6.7865 6.9370 -2.8123 0.2 0.1 0.4 0.30
H -7.5597 6.7209 -4.9032 -0.1 -0.4 -0.8 0.39
H -5.6519 5.3872 -7.5823 0.2 0.0 0.0 0.32
H -4.8766 7.3838 -1.4671 -0.4 -0.1 -0.4 0.29
C 1.7138 12.2524 6.4337 0.5 0.0 0.2 -0.09
C 1.7421 11.4736 7.5729 -0.4 -1.7 -2.1 -0.79
C 1.2045 10.1748 7.3842 -0.8 0.1 2.4 0.87
C 0.6361 9.5895 6.2116 1.0 1.4 1.9 -0.84
C 0.7049 10.4153 5.1407 0.8 2.6 -1.8 -0.13
C 1.2162 11.7461 5.2518 -0.4 -0.7 0.7 -0.16
O 1.2695 12.6050 4.1894 -0.1 -0.2 -1.2 -0.54
O 1.0908 9.4457 8.5576 0.0 -1.6 -0.3 -0.56
H 2.1818 13.2256 6.4196 -0.1 0.2 0.0 0.39
H 2.3272 11.7704 8.4308 -0.4 -0.2 0.3 0.38
H 0.1152 8.6441 6.1769 0.3 -0.1 0.3 0.45
H 0.4509 10.1577 4.1231 -0.4 -0.3 0.0 0.39
H 0.5699 13.2585 4.2609 -0.1 0.0 0.0 0.33
H 0.9693 9.9502 9.3653 0.2 0.5 -0.4 0.30
C -4.9335 3.9388 6.3808 -0.4 -2.3 1.6 0.72
O -4.5887 3.1462 7.2673 0.0 0.7 -0.6 -0.69
N -4.3268 5.0215 6.0340 3.8 3.3 0.2 -0.39
N -6.0152 3.7992 5.6534 -3.2 -2.1 -0.9 -0.42
H -4.6572 5.6708 5.3344 0.3 -0.1 0.5 0.18
H -3.5198 5.1925 6.6168 0.0 0.7 -0.5 0.21
H -6.5310 2.9758 5.9290 -0.4 0.2 -0.7 0.23
H -6.2443 4.3603 4.8454 -0.1 -0.4 0.4 0.18
C 2.7735 4.3312 7.0062 0.9 -2.5 -2.7 0.71
O 2.6607 3.2854 6.3411 1.2 0.9 0.0 -0.71
N 1.9265 4.6266 7.8928 -5.3 1.2 4.9 -0.33
N 3.6885 5.2981 6.9705 2.2 -0.3 -1.9 -0.40
H 1.9492 5.5480 8.3058 -0.4 -0.5 0.3 0.12
H 1.2326 3.9597 8.1993 0.1 0.3 -0.2 0.20
H 4.3747 5.0903 6.2591 0.3 1.2 0.2 0.23
H 3.5302 6.1487 7.4915 0.8 -0.2 -0.6 0.18
C -1.8428 -2.4920 6.0474 -3.1 -4.7 1.5 0.77
O -2.8053 -3.0845 5.5355 1.0 -0.2 -1.2 -0.69
N -1.9221 -1.2429 6.2795 0.1 5.9 -0.3 -0.38
N -0.9387 -3.1231 6.8067 2.0 -1.1 0.3 -0.42
H -2.7448 -0.7931 5.9040 0.3 0.2 0.3 0.19
H -1.2846 -0.7396 6.8798 -0.3 0.0 -0.3 0.16
H -0.2927 -2.5898 7.3710 -0.1 -0.4 -0.1 0.15
H -0.9521 -4.1299 6.8852 0.0 0.4 -0.2 0.22
```
Positions in Å, forces in eV/Å.

Properties
net charge	+1
spin multiplicity	1
frontier orbital gap	7.02	eV
DFT total energy	-146217.79218	eV
maximum force	7.29	eV/A
lowest unoccupied orbital energy	-1.9382	eV